(1)
Formula: C10H10N2O2
Source: the OMol25 dataset
Level of theory: the ωB97M-V functional and the def2-TZVPD basis

XYZ file:
```
24
Properties=species:S:1:pos:R:3:forces:R:3
C -1.26769 0.00125 -0.19954 -0.985 -3.072 3.587
C -1.18649 -1.46040 -0.40140 0.070 2.039 -1.075
C -0.56507 -2.28991 0.38109 0.245 0.296 3.322
C -0.15936 -0.51460 1.94887 2.076 3.077 -0.091
C 0.25325 1.83730 -0.34201 2.068 4.457 -4.741
C -0.18087 1.43013 -1.66666 0.077 4.949 -1.301
C 0.40928 0.37734 -2.35227 -0.541 -1.275 -2.914
C 1.62955 -0.15462 -1.97185 -1.144 0.911 2.671
C 2.03198 0.23501 -0.66144 -0.302 0.172 -0.759
C 1.35567 1.25510 0.15046 5.858 -2.362 -1.532
H -0.78308 1.31304 1.29535 0.395 -1.707 -0.553
H -1.57055 -1.81607 -1.28301 -0.856 -0.723 -2.083
H -0.44161 -3.32614 0.17298 0.053 -0.560 0.044
H 0.52275 -2.48715 2.21785 -2.071 2.044 -0.952
H -0.07317 2.76858 0.18297 -0.327 -0.931 -0.882
H -0.88755 2.25339 -2.30915 1.609 -2.904 2.172
H -0.06936 -0.16918 -3.27801 0.703 1.942 1.507
H 2.15524 -0.88320 -2.59029 -0.126 0.109 0.450
H 2.82562 -0.43246 -0.37013 0.625 0.695 1.088
H 1.90653 1.47763 1.09800 -1.179 -0.029 -0.687
N -0.49542 0.40099 0.85323 -3.775 -3.424 5.487
N -0.21367 -1.85249 1.71451 2.113 -2.391 -0.840
O -1.94567 0.83444 -0.70320 -3.501 0.238 -1.470
O 0.37783 0.06087 2.90042 -1.084 -1.552 -0.450
```
Positions in Å, forces in eV/Å.

Its LUMO energy is 0.0151 Eh. For the frontier orbital gap, the calculation gives 8.3 eV. As for the SMILES: O=c1cc[nH]c(=O)[nH]1.c1ccccc1. The calculation puts the total energy at -17602.0695 eV. Its energy relative to the best compared isomer or geometry (same formula, charge and spin) is 149.3 kcal/mol. For the HOMO energy, the calculation gives -7.84 eV. The molecular weight is 190.2 g mol⁻¹.


(2)
Formula: C10H10N2O2S
Source: the OMol25 dataset
Level of theory: the ωB97M-V functional and the def2-TZVPD basis

XYZ file:
```
25
Properties=species:S:1:pos:R:3:forces:R:3
C 1.11093 1.73782 1.70475 0.681 0.418 0.617
C -0.11893 0.94088 3.31077 -1.211 -0.486 -0.073
C 0.58687 0.53601 1.34384 -0.786 -0.384 -0.113
C -0.80625 -0.03455 -2.27204 -1.280 -0.888 -0.968
C 1.49387 0.39884 -1.01540 -2.642 -1.180 0.567
C -0.96069 -1.53800 -2.24422 4.310 1.089 2.670
C -1.05569 -1.90298 -0.75304 0.472 -2.338 0.057
C 0.25904 -1.69419 0.06592 -1.670 -0.271 -1.752
C 0.57220 -0.17015 0.03025 0.905 0.854 -0.759
C -0.08998 0.65468 -1.18970 2.892 0.235 0.687
N -0.22740 0.05086 2.34772 0.516 0.524 0.498
N 0.63466 1.99322 2.98018 0.601 1.191 0.062
O -1.31946 0.66144 -3.12195 -0.063 0.228 -0.336
O -0.46787 1.99252 -1.12425 -0.111 -0.066 -1.562
S 3.00310 0.58680 -1.44073 -0.007 0.239 -0.191
H 1.93116 2.33396 1.35981 -0.143 0.186 -0.656
H -0.66156 0.92011 4.22893 -0.200 -0.164 0.420
H -1.71352 -1.98297 -2.77401 -1.701 -0.577 -1.865
H 0.07839 -1.82524 -2.52060 -0.675 -0.575 -0.628
H -1.81285 -1.24901 -0.44559 -1.236 0.775 1.440
H -1.42793 -2.97631 -0.56475 0.534 1.518 -0.556
H 0.00998 -2.06646 1.03782 0.136 0.503 0.916
H 0.96138 -2.46077 -0.33015 0.324 1.219 -0.010
H 0.70596 2.89610 3.50363 0.083 -1.561 -0.788
H -0.68542 2.19739 -2.11719 0.270 -0.490 2.323
```
Positions in Å, forces in eV/Å.

Its LUMO energy is -0.0166 Eh. For the frontier orbital gap, the calculation gives 7.8 eV. As for the SMILES: O=C1CCC[C@@]2(c3c[nH]cn3)C(=S)[C@@]12O. The calculation puts the total energy at -28439.7080 eV. Its energy relative to the best compared isomer or geometry (same formula, charge and spin) is 53.9 kcal/mol. For the HOMO energy, the calculation gives -8.28 eV. The molecular weight is 222.3 g mol⁻¹.


(3)
Formula: C10H10N2OS
Source: the OMol25 dataset
Level of theory: the ωB97M-V functional and the def2-TZVPD basis

XYZ file:
```
24
Properties=species:S:1:pos:R:3:forces:R:3
C 2.51182 -0.98424 -1.15601 1.239 -0.410 -0.886
C 2.47716 0.69489 2.02583 0.820 1.432 -0.658
C 3.07987 -0.56685 2.09893 0.977 -3.558 -1.154
C 1.28529 0.80311 2.48137 -1.044 1.282 -0.116
C -0.42351 1.11745 -2.12491 0.089 0.740 0.137
C -0.69622 1.67286 -3.31099 -2.908 -0.219 0.429
C 2.62376 -1.70153 2.69548 1.211 -0.524 -0.791
C 1.46912 -0.13743 -1.03524 -1.790 1.407 -1.175
C 0.84802 0.45288 -2.04952 0.209 0.036 0.376
C -2.09418 2.20135 -3.70422 2.084 0.412 0.620
N 3.28859 -1.80584 -1.18104 2.082 -1.816 -0.110
N -3.15190 1.28743 -3.35102 -0.832 -0.987 -0.166
O -3.79197 0.88563 -4.28595 0.293 0.239 0.363
S -0.20187 0.96747 2.76850 -1.368 -0.047 0.618
H 2.84511 1.40999 1.27799 -0.085 0.036 0.745
H 3.81473 -0.67904 1.25774 -0.346 -0.292 1.250
H -1.09222 1.18974 -1.24904 0.343 -0.079 -0.656
H -0.13294 1.56343 -4.21173 1.031 -0.185 0.039
H 1.85568 -1.85831 3.45319 0.059 0.736 -0.169
H 3.06676 -2.67066 2.36348 -0.156 0.999 0.375
H 1.15915 -0.20790 -0.06759 -1.737 0.434 2.566
H 1.33783 0.44687 -2.98827 0.584 -0.290 -0.854
H -2.32571 3.12614 -3.22306 -0.185 0.678 0.768
H -2.00932 2.43384 -4.72784 -0.570 -0.024 -1.553
```
Positions in Å, forces in eV/Å.

Its LUMO energy is -0.0212 Eh. For the frontier orbital gap, the calculation gives 7.6 eV. As for the SMILES: N#C/C=C/C=C/CN=O.C=CC=C=S. The calculation puts the total energy at -26387.7599 eV. Its energy relative to the best compared isomer or geometry (same formula, charge and spin) is 190.9 kcal/mol. For the HOMO energy, the calculation gives -8.18 eV. The molecular weight is 206.3 g mol⁻¹.


- Among the records above, which one has the highest frontier orbital gap?
  C10H10N2O2


- Number 2 is which compound?
  C10H10N2O2S


- Which of these has the lowest energy relative to the best compared isomer or geometry (same formula, charge and spin)?
  C10H10N2O2S


- Which of these has the highest molecular weight?
  C10H10N2O2S